# 1
Density functional theory data (ωB97M-V/def2-TZVPD) for a 3-piece molecular cluster, C9H19ClN3O overall at a distorted geometry.

Element x y z (Å)
1 C -1.521 4.809 -2.553
2 C -2.351 4.766 -1.271
3 O -2.566 5.787 -0.665
4 N -3.131 3.426 -1.029
5 H -3.663 3.365 -1.886
6 H -2.529 2.614 -1.051
7 C -4.016 3.492 0.251
8 H -1.089 5.800 -2.689
9 H -2.243 4.707 -3.364
10 H -0.723 4.071 -2.625
11 H -4.550 2.544 0.313
12 H -4.732 4.302 0.111
13 H -3.524 3.735 1.193
14 C 2.428 -3.389 3.782
15 C 1.922 -4.020 2.440
16 N 2.068 -3.074 1.377
17 C 1.447 -1.832 1.297
18 C 1.388 -1.396 0.000
19 N 1.961 -2.338 -0.790
20 C 2.432 -3.331 0.046
21 C 2.047 -2.355 -2.240
22 H 2.324 -4.106 4.596
23 H 1.815 -2.556 4.126
24 H 3.466 -3.166 3.533
25 H 0.856 -4.242 2.498
26 H 2.399 -4.973 2.209
27 H 1.101 -1.479 2.257
28 H 0.922 -0.504 -0.394
29 H 2.919 -4.199 -0.373
30 H 2.774 -1.632 -2.608
31 H 1.153 -2.378 -2.863
32 H 2.477 -3.310 -2.542
33 Cl -1.261 0.861 -1.085

Summary:
**Multiplicity**: 2
**Energy above the lowest of the compared OMol25 structures with the same formula, charge and spin**: 0.0 kJ/mol
**Gap between HOMO and LUMO (alpha / beta)**: 10.347 / 4.770 eV
**Charge**: +2
**HOMO energy (alpha / beta)**: -15.978 / -15.975 eV


# 2
Density functional theory data (ωB97M-V/def2-TZVPD) for one molecule with the formula C17H20N2S at a distorted geometry.

Element x y z (Å)
1 C 3.432 3.162 -0.466
2 C 3.106 1.798 0.175
3 C 1.687 1.498 0.531
4 H 1.627 0.756 1.140
5 H 1.339 2.629 1.003
6 C 0.874 1.629 -0.637
7 C -0.421 0.989 -0.242
8 C -0.637 -0.463 -0.972
9 C -1.852 -1.080 -0.694
10 C -2.322 -2.348 -1.074
11 C -3.332 -3.042 -0.721
12 C -4.264 -2.219 -0.073
13 C -4.213 -0.793 0.345
14 C -2.834 -0.432 0.208
15 N -2.598 0.911 0.470
16 C -1.427 1.541 0.455
17 C -1.438 2.993 0.878
18 H -0.667 2.963 1.785
19 H -0.936 3.379 0.017
20 H -2.256 3.214 1.256
21 H -4.758 -0.329 0.969
22 H -5.221 -2.645 0.417
23 H -3.683 -3.981 -1.049
24 H -1.489 -2.914 -1.491
25 S 0.658 -1.515 -2.036
26 C 1.529 -2.064 -0.451
27 C 0.733 -2.867 0.402
28 C 1.746 -3.653 1.453
29 N 2.431 -3.774 2.418
30 H -0.105 -2.544 0.931
31 H 0.572 -3.973 -0.235
32 H 2.464 -2.431 -1.059
33 H 1.923 -1.209 0.183
34 H 0.622 2.633 -1.122
35 H 1.405 1.031 -1.448
36 H 3.905 1.666 1.149
37 H 3.573 1.013 -0.614
38 H 3.115 4.018 0.311
39 H 3.008 3.167 -1.490
40 H 4.703 3.284 -0.623

Summary:
**Multiplicity**: 1
**Energy above the lowest of the compared OMol25 structures with the same formula, charge and spin**: 1086.7 kJ/mol
**Gap between HOMO and LUMO**: 7.682 eV
**Charge**: 0
**HOMO energy**: -8.223 eV
**SMILES string**: CCCCc1c(C)nc2ccccc2c1SCCC#N


# 3
Density functional theory data (ωB97M-V/def2-TZVPD) for a 13-piece molecular cluster, C18H52N16O28S5 overall at a distorted geometry.

Element x y z (Å)
1 C 12.583 19.016 13.185
2 O 11.411 18.936 12.837
3 N 13.159 20.234 13.682
4 N 13.347 17.888 13.151
5 H 12.557 21.060 13.451
6 H 14.107 20.394 13.322
7 H 14.347 17.912 13.190
8 H 13.051 17.229 12.375
9 C 16.948 17.641 14.171
10 O 16.096 17.987 13.330
11 N 16.594 17.482 15.498
12 N 18.167 17.291 13.836
13 H 17.241 17.161 16.188
14 H 15.624 17.617 15.763
15 H 18.826 17.163 14.560
16 H 18.459 17.312 12.877
17 C 8.753 17.182 22.408
18 O 8.379 17.953 21.527
19 N 7.927 16.487 23.218
20 N 10.073 17.027 22.631
21 H 8.362 15.691 23.651
22 H 6.959 16.707 23.220
23 H 10.660 17.378 21.889
24 H 10.555 16.369 23.228
25 C 10.336 12.114 13.493
26 O 11.518 12.002 13.815
27 N 9.375 11.995 14.450
28 N 9.962 12.211 12.204
29 H 9.687 11.728 15.359
30 H 8.458 11.645 14.193
31 H 10.668 12.183 11.499
32 H 8.999 12.488 12.017
33 C 8.682 10.966 17.875
34 O 9.276 11.584 17.042
35 N 8.545 11.459 19.123
36 N 8.110 9.718 17.711
37 H 7.907 10.983 19.729
38 H 8.833 12.351 19.318
39 H 8.031 9.164 18.582
40 H 8.343 9.090 16.948
41 C 14.366 14.444 12.928
42 O 14.491 14.487 14.143
43 N 14.846 15.437 12.074
44 N 13.756 13.497 12.221
45 H 15.437 16.202 12.521
46 H 15.344 15.013 11.290
47 H 13.314 13.657 11.365
48 H 13.233 12.941 12.860
49 C 7.465 14.869 13.034
50 O 7.361 13.933 12.249
51 N 8.305 14.806 14.081
52 N 6.689 16.012 12.933
53 H 8.202 15.546 14.776
54 H 8.670 13.885 14.300
55 H 6.284 16.603 13.618
56 H 6.184 16.024 12.040
57 C 12.122 13.993 22.326
58 O 11.357 14.351 23.200
59 N 12.067 14.536 21.114
60 N 12.981 12.916 22.473
61 H 11.410 15.273 20.980
62 H 12.866 14.444 20.538
63 H 13.144 12.452 21.618
64 H 12.881 12.300 23.239
65 C 10.435 16.119 11.403
66 C 9.497 15.820 10.166
67 O 10.340 15.662 9.091
68 S 11.829 15.259 9.443
69 O 12.819 15.842 8.581
70 O 11.895 13.855 9.708
71 O 11.824 16.148 10.844
72 H 10.313 15.331 12.140
73 H 10.236 17.085 11.835
74 H 8.755 16.586 9.995
75 H 9.025 14.891 10.411
76 C 7.179 18.372 19.002
77 C 7.083 19.645 18.257
78 O 6.838 19.267 16.880
79 S 6.553 17.713 16.692
80 O 7.702 16.972 16.159
81 O 5.380 17.506 15.849
82 O 6.278 17.437 18.155
83 H 6.793 18.391 19.994
84 H 8.224 17.908 18.977
85 H 7.945 20.292 18.329
86 H 6.131 20.166 18.544
87 C 11.842 17.370 15.914
88 C 11.523 16.264 14.943
89 O 10.982 15.205 15.727
90 S 11.705 15.128 17.107
91 O 12.874 14.335 16.993
92 O 10.790 14.909 18.169
93 O 12.163 16.737 17.154
94 H 11.010 18.044 16.166
95 H 12.713 17.860 15.544
96 H 12.359 15.889 14.336
97 H 10.772 16.719 14.245
98 C 13.565 11.639 15.611
99 C 13.586 10.348 14.833
100 O 14.832 9.745 15.358
101 S 15.137 10.214 16.843
102 O 16.501 10.671 16.969
103 O 14.745 9.211 17.787
104 O 14.016 11.311 16.904
105 H 12.590 12.080 15.591
106 H 14.202 12.374 15.162
107 H 13.824 10.564 13.822
108 H 12.719 9.650 14.894
109 C 11.973 9.173 18.651
110 C 12.610 8.097 19.467
111 O 11.575 7.776 20.459
112 S 10.598 8.980 20.711
113 O 10.851 9.492 21.990
114 O 9.214 8.684 20.284
115 O 11.113 9.910 19.600
116 H 11.225 8.761 17.954
117 H 12.567 9.888 18.119
118 H 13.566 8.424 19.964
119 H 12.903 7.248 18.833

Summary:
**Multiplicity**: 1
**Energy above the lowest of the compared OMol25 structures with the same formula, charge and spin**: 0.0 kJ/mol
**Gap between HOMO and LUMO**: 9.975 eV
**Charge**: 0
**HOMO energy**: -9.770 eV


# 4
Density functional theory data (ωB97M-V/def2-TZVPD) for a 2-piece molecular cluster, ClH2NO2Si overall at a distorted geometry.

Element x y z (Å)
1 N -1.153 0.270 -0.737
2 O -1.649 -0.220 -1.731
3 O -0.135 2.435 0.649
4 Si -0.743 1.062 0.734
5 Cl 2.296 -1.313 0.095
6 H 2.100 -2.206 -0.877
7 H -0.717 -0.027 1.867

Summary:
**Multiplicity**: 1
**Energy above the lowest of the compared OMol25 structures with the same formula, charge and spin**: 181.9 kJ/mol
**Gap between HOMO and LUMO (alpha / beta)**: 8.041 / 8.096 eV
**Charge**: 0
**HOMO energy (alpha / beta)**: -9.623 / -9.619 eV
**SMILES string**: O=N[SiH]=O.Cl


# 5
Density functional theory data (ωB97M-V/def2-TZVPD) for an isolated ion of composition C10H13O3 and charge +1 at a distorted geometry.

Element x y z (Å)
1 C 4.719 -0.152 -0.558
2 C 3.819 0.880 -0.227
3 C 4.128 -1.370 -0.173
4 C 2.693 0.170 0.262
5 C 1.400 0.737 0.380
6 C -1.507 0.885 0.731
7 C -0.584 2.059 0.448
8 C -0.929 -0.491 0.091
9 C -0.685 -0.439 -1.532
10 C -1.910 -1.725 0.277
11 O 2.928 -1.119 0.334
12 O 0.831 1.811 0.199
13 O 0.207 -0.858 0.802
14 H 5.743 -0.047 -1.050
15 H 3.961 1.897 -0.601
16 H 4.605 -2.436 -0.013
17 H -1.644 0.883 1.829
18 H -2.434 0.981 0.345
19 H -0.981 2.552 -0.415
20 H -0.483 2.777 1.325
21 H -0.101 -1.176 -1.965
22 H -0.080 0.397 -1.801
23 H -1.609 -0.294 -2.051
24 H -1.633 -2.225 1.241
25 H -1.642 -2.438 -0.477
26 H -2.947 -1.398 0.303

Summary:
**Multiplicity**: 1
**Energy above the lowest of the compared OMol25 structures with the same formula, charge and spin**: 96.5 kJ/mol
**Gap between HOMO and LUMO**: 8.260 eV
**Charge**: +1
**HOMO energy**: -13.557 eV


# 6
Density functional theory data (ωB97M-V/def2-TZVPD) for C14H32GdNO3P2Si as an isolated structure at a distorted geometry.

Element x y z (Å)
1 Gd 0.254 0.749 -0.016
2 P 2.412 -1.039 0.166
3 C 2.482 -1.347 -1.655
4 C 1.129 -1.515 -2.362
5 N 0.007 -0.949 -1.817
6 C -1.193 -1.209 -2.417
7 C -1.316 -2.092 -3.485
8 C -0.174 -2.653 -4.049
9 C 1.066 -2.362 -3.471
10 C -2.489 -0.628 -1.880
11 P -2.369 0.930 -0.875
12 H 1.989 -2.878 -3.767
13 H -2.328 -2.312 -3.842
14 H -0.246 -3.327 -4.903
15 H -3.163 -0.375 -2.721
16 H -3.042 -1.414 -1.331
17 H 3.131 -0.593 -2.158
18 H 3.043 -2.293 -1.765
19 H 1.462 4.026 -2.339
20 O 1.665 3.172 -2.785
21 H 2.392 3.392 -3.408
22 H -0.947 4.640 -0.118
23 O -0.925 4.900 -1.062
24 H -1.260 5.823 -1.067
25 C -2.670 2.055 -2.293
26 H -3.677 1.846 -2.669
27 H -2.584 3.097 -1.969
28 H -1.953 1.849 -3.097
29 C -3.998 0.888 -0.034
30 H -4.081 1.784 0.597
31 H -4.803 0.907 -0.782
32 H -4.115 -0.010 0.590
33 C 2.427 -2.769 0.766
34 H 3.376 -3.233 0.476
35 H 2.357 -2.759 1.859
36 H 1.599 -3.353 0.344
37 C 4.147 -0.533 0.481
38 H 4.226 -0.283 1.550
39 H 4.818 -1.372 0.247
40 H 4.410 0.346 -0.128
41 C 1.431 -0.833 4.146
42 Si -0.113 0.096 3.579
43 C -1.595 -0.866 4.212
44 C -0.059 1.853 4.265
45 O -0.139 0.215 1.939
46 H 1.486 -0.762 5.242
47 H 2.332 -0.386 3.704
48 H 1.377 -1.893 3.863
49 H -1.555 -0.849 5.310
50 H -2.540 -0.421 3.878
51 H -1.562 -1.911 3.875
52 H 0.856 2.348 3.916
53 H -0.920 2.430 3.902
54 H -0.063 1.872 5.363

Summary:
**Multiplicity**: 8
**Energy above the lowest of the compared OMol25 structures with the same formula, charge and spin**: 0.0 kJ/mol
**Gap between HOMO and LUMO (alpha / beta)**: 8.486 / 5.369 eV
**Charge**: +2
**HOMO energy (alpha / beta)**: -14.903 / -14.895 eV


# 7
Density functional theory data (ωB97M-V/def2-TZVPD) for C19H18IN3O3PbS as an isolated structure at a distorted geometry.

Element x y z (Å)
1 C 0.068 3.486 1.209
2 C 3.397 0.150 -0.469
3 H 0.441 3.520 0.176
4 H 0.262 2.568 1.787
5 H 0.459 4.343 1.763
6 H 3.120 -0.450 -1.344
7 H 4.171 0.872 -0.789
8 H 3.813 -0.484 0.327
9 C -0.974 2.018 -1.864
10 C -2.319 2.066 -2.251
11 C -3.052 0.880 -2.260
12 C -2.415 -0.300 -1.864
13 H -0.375 2.932 -1.845
14 H -2.760 3.031 -2.493
15 H -4.100 0.868 -2.561
16 H -2.945 -1.250 -1.836
17 N -0.370 0.892 -1.466
18 C -1.064 -0.269 -1.460
19 C -0.356 -1.478 -0.973
20 N 0.820 -1.288 -0.348
21 C 1.454 -2.324 0.197
22 C -0.191 -3.870 -0.621
23 C 1.017 -3.648 0.041
24 H 2.357 -2.105 0.770
25 H 1.639 -4.447 0.438
26 C -0.888 -2.772 -1.130
27 H -1.826 -2.878 -1.669
28 H -0.597 -4.871 -0.741
29 Pb 1.797 1.405 0.171
30 I -2.054 3.687 1.091
31 O 2.889 1.240 3.726
32 S 2.301 0.006 3.271
33 O 3.174 -1.041 2.785
34 N 1.140 0.350 2.131
35 C -0.136 -0.097 2.391
36 O -1.065 -0.007 1.577
37 C -0.168 -0.654 3.764
38 C -1.288 -1.115 4.459
39 C -1.110 -1.582 5.761
40 C 0.166 -1.599 6.356
41 C 1.281 -1.117 5.655
42 C 1.080 -0.643 4.364
43 H -2.260 -1.088 3.965
44 H -1.965 -1.940 6.331
45 H 0.295 -1.985 7.369
46 H 2.283 -1.099 6.079

Summary:
**Multiplicity**: 1
**Energy above the lowest of the compared OMol25 structures with the same formula, charge and spin**: 0.0 kJ/mol
**Gap between HOMO and LUMO**: 7.234 eV
**Charge**: 0
**HOMO energy**: -7.408 eV


# 8
Density functional theory data (ωB97M-V/def2-TZVPD) for a 2-piece molecular cluster, C3H10O4SSi overall at a distorted geometry.

Element x y z (Å)
1 C 2.717 0.989 -3.146
2 C 1.190 0.703 -2.834
3 C 0.749 -0.206 -2.023
4 O -1.157 -0.533 3.337
5 O -1.053 1.946 3.357
6 O -2.006 -0.798 0.662
7 O -1.576 -2.817 2.219
8 Si -2.173 -1.334 2.272
9 S -0.118 0.702 2.942
10 H 2.927 1.923 -3.817
11 H 3.378 1.255 -2.264
12 H 3.178 0.163 -3.802
13 H -0.816 2.468 4.145
14 H 0.542 1.470 -3.313
15 H 1.252 -0.697 -1.261
16 H -0.286 -0.467 -1.873
17 H -1.443 -0.056 0.597
18 H -1.915 -3.534 1.814
19 H -3.390 -1.176 2.989

Summary:
**Multiplicity**: 1
**Energy above the lowest of the compared OMol25 structures with the same formula, charge and spin**: 194.5 kJ/mol
**Gap between HOMO and LUMO**: 9.214 eV
**Charge**: 0
**HOMO energy**: -8.784 eV
**SMILES string**: OSO[SiH](O)O.C=CC


# 9
Density functional theory data (ωB97M-V/def2-TZVPD) for one molecule with the formula C3H3ClN2S at a distorted geometry.

Element x y z (Å)
1 C 1.038 0.878 -0.315
2 C 0.811 -0.529 -0.726
3 C -0.585 0.270 0.878
4 N 0.398 1.268 0.758
5 N -0.157 -0.994 0.090
6 S -1.001 -2.405 0.339
7 Cl -2.091 0.940 -0.192
8 H 1.629 1.517 -0.893
9 H 0.837 -0.856 -1.730
10 H -0.879 -0.087 1.791

Summary:
**Multiplicity**: 1
**Energy above the lowest of the compared OMol25 structures with the same formula, charge and spin**: 266.1 kJ/mol
**Gap between HOMO and LUMO (alpha / beta)**: 6.658 / 6.819 eV
**Charge**: 0
**HOMO energy (alpha / beta)**: -8.704 / -8.844 eV
**SMILES string**: [S-][N+]1=CC=N[C@H]1Cl


# 10
Density functional theory data (ωB97M-V/def2-TZVPD) for one molecule with the formula C3H6N4 at a distorted geometry.

Element x y z (Å)
1 C 0.202 -0.350 -0.045
2 C -0.556 -1.067 0.978
3 C -1.754 -0.453 0.680
4 H 2.226 -1.007 -0.249
5 H 2.058 0.106 0.857
6 H -0.548 -2.168 1.430
7 H -2.700 -0.683 1.219
8 H 1.244 1.147 -1.632
9 H 0.333 2.205 -0.653
10 N 1.663 -0.268 -0.200
11 N -1.768 0.564 -0.236
12 N -0.462 0.453 -0.702
13 N 0.061 1.522 -1.449

Summary:
**Multiplicity**: 1
**Energy above the lowest of the compared OMol25 structures with the same formula, charge and spin**: 451.5 kJ/mol
**Gap between HOMO and LUMO**: 9.522 eV
**Charge**: 0
**HOMO energy**: -8.957 eV
**SMILES string**: Nc1ccnn1N